C25H23BF2N3O2Tl as an isolated structure. Source: OMol25; level of theory: ωB97M-V/def2-TZVPD.

Each line ends with the natural charge from an NBO analysis.
Geometry (Å):
Tl -0.36262 -0.72249 0.29952  0.833
C -0.93457 -3.77784 0.10309  -0.240
C -0.81913 -3.76251 1.48995  -0.227
C 0.43071 -3.61845 2.08330  -0.228
C 1.56399 -3.48582 1.29205  -0.156
C 1.45062 -3.49547 -0.09400  -0.245
C 0.20176 -3.64288 -0.69028  -0.231
H -1.90372 -3.91322 -0.35935  0.234
H -1.69919 -3.89116 2.10731  0.231
H 0.52055 -3.62711 3.16150  0.232
H 2.53800 -3.39160 1.75360  0.220
H 2.33740 -3.41562 -0.70975  0.230
H 0.11459 -3.67541 -1.76865  0.232
O -6.91264 -0.82923 -3.21615  -0.717
C -6.85154 -1.12269 -1.83990  -0.096
C -5.41757 -1.07995 -1.39375  0.041
C -5.08864 -1.25456 -0.05444  -0.235
C -3.75946 -1.20895 0.30870  0.049
N -2.76877 -1.01266 -0.56347  -0.535
C -3.07278 -0.85469 -1.85654  0.139
C -4.38869 -0.87769 -2.30083  -0.180
C -1.92669 -0.68880 -2.80278  0.259
C -2.12127 -0.54840 -4.16950  -0.245
C -1.02704 -0.45244 -5.01809  0.042
C -1.22900 -0.35852 -6.51272  -0.099
O -2.49054 0.16423 -6.86077  -0.701
C 0.24231 -0.49032 -4.45714  -0.241
C 0.35401 -0.62002 -3.08646  0.050
N -0.69619 -0.71770 -2.27260  -0.553
H -7.82622 -0.87301 -3.51375  0.493
H -7.25011 -2.12038 -1.62220  0.197
H -7.42424 -0.40164 -1.24606  0.193
H -5.85091 -1.42112 0.69556  0.237
H -3.46897 -1.33828 1.34587  0.202
H -4.64008 -0.74649 -3.34070  0.246
H -3.10919 -0.51160 -4.60216  0.249
H -1.18790 -1.37080 -6.92236  0.213
H -0.40692 0.20175 -6.96512  0.190
H -2.44162 1.12352 -6.91400  0.479
H 1.13128 -0.42023 -5.07038  0.235
H 1.33117 -0.64977 -2.61579  0.201
N 2.21860 5.55661 2.58563  -0.565
C 3.17938 5.81508 3.17122  0.726
C 4.34341 6.13086 3.86899  -0.220
C 4.42712 7.38077 4.51153  -0.114
C 5.58005 7.68505 5.20040  -0.204
C 6.62374 6.76373 5.24566  -0.081
C 6.53517 5.52815 4.60695  -0.206
C 5.39493 5.19618 3.91115  -0.119
H 3.60354 8.07998 4.46133  0.247
H 5.67225 8.63715 5.70317  0.256
H 7.52535 7.01328 5.78953  0.250
H 7.35944 4.83109 4.65656  0.254
H 5.30328 4.24397 3.40694  0.242
F 0.00942 6.12621 1.95714  -0.428
B 0.93964 5.22486 1.92859  1.400
F 0.81514 4.06138 1.36083  -0.439

Force components x, y, z for each atom (eV/Å):
Tl 0.0 -0.1 -0.1
C 0.0 0.0 0.0
C 0.0 0.0 0.0
C 0.0 0.0 0.0
C 0.0 0.0 0.0
C 0.0 0.0 0.0
C 0.0 0.0 0.0
H 0.0 0.0 0.0
H 0.0 0.0 0.0
H 0.0 0.0 0.0
H 0.0 0.0 0.0
H 0.0 0.0 0.0
H 0.0 0.0 0.0
O 0.0 0.0 0.0
C 0.0 0.0 0.0
C 0.0 0.0 0.0
C 0.0 0.0 0.0
C 0.0 0.0 0.0
N 0.0 0.0 0.0
C 0.0 0.0 0.0
C 0.0 0.0 0.0
C 0.0 0.0 0.0
C 0.0 0.0 0.0
C 0.0 0.0 0.0
C 0.0 0.0 0.0
O 0.0 0.0 0.0
C 0.0 0.0 0.0
C 0.0 0.0 0.0
N 0.0 0.0 0.0
H 0.0 0.0 0.0
H 0.0 0.0 0.0
H 0.0 0.0 0.0
H 0.0 0.0 0.0
H 0.0 0.0 0.0
H 0.0 0.0 0.0
H 0.0 0.0 0.0
H 0.0 0.0 0.0
H 0.0 0.0 0.0
H 0.0 0.0 0.0
H 0.0 0.0 0.0
H 0.0 0.0 0.0
N 0.0 -0.1 0.0
C 0.0 0.0 0.0
C 0.0 0.0 0.0
C 0.0 0.0 0.0
C 0.0 0.0 0.0
C 0.0 0.0 0.0
C 0.0 0.0 0.0
C 0.0 0.0 0.0
H 0.0 0.0 0.0
H 0.0 0.0 0.0
H 0.0 0.0 0.0
H 0.0 0.0 0.0
H 0.0 0.0 0.0
F 0.0 0.0 0.0
B -0.1 0.1 -0.1
F 0.1 0.0 0.1

strongest force on any atom	0.2	eV Å⁻¹
net charge	+2



C22H31FN4O2 as an isolated structure at a distorted geometry. Source: OMol25; level of theory: ωB97M-V/def2-TZVPD.

Each line ends with the natural charge from an NBO analysis.
Geometry (Å):
O -2.05395 -1.34124 -1.36576  -0.639
C -2.05371 -2.01821 -0.44587  0.710
N -1.46643 -3.12652 -0.31667  -0.603
H -1.62754 -3.69558 0.58649  0.391
C -0.52085 -3.83031 -1.29531  -0.205
H -0.72234 -4.80221 -1.32353  0.205
C 0.72215 -3.56280 -0.29458  -0.132
N 0.93932 -2.06284 -0.07660  -0.482
C 2.01304 -1.96812 0.89342  -0.261
C 2.21797 -0.62181 1.55023  -0.234
N 2.34571 0.56716 0.50287  -0.415
C 3.56753 0.74983 -0.07740  0.235
C 3.98958 0.63942 -1.45051  -0.345
C 5.24512 1.26822 -1.74698  -0.199
C 6.25271 1.36761 -1.02255  -0.215
C 5.94035 1.20615 0.58400  -0.254
C 4.78565 0.73300 0.94660  0.317
F 4.54789 0.76238 2.32497  -0.359
H 6.88570 1.51073 1.13176  0.234
H 7.21750 1.70318 -1.12331  0.213
H 5.34499 1.28686 -2.93609  0.201
H 3.07866 0.75479 -1.91811  0.206
C 1.27776 0.40879 -0.36774  -0.226
H 1.31138 1.09130 -1.03808  0.197
C 1.12617 -0.93590 -1.26329  -0.194
H 0.32492 -1.09566 -1.66510  0.185
H 2.02246 -1.53666 -1.64087  0.209
H 0.42743 0.68746 0.12975  0.227
H 2.89994 -0.58574 2.40386  0.250
H 1.27856 -0.33452 2.12447  0.225
H 1.89663 -2.58738 1.75448  0.206
H 2.99346 -2.28802 0.37913  0.157
H 0.91414 -4.07623 0.41418  0.153
H 1.58957 -3.83300 -1.19622  0.121
H -0.65447 -3.14507 -2.06286  0.237
C -3.00601 -1.37875 0.80190  -0.387
C -2.10947 -1.32133 1.79818  -0.448
C -1.77725 0.16640 2.09792  0.725
O -0.86099 0.74829 2.38705  -0.549
N -2.78523 0.84538 1.09977  -0.532
C -2.44010 1.98928 0.67386  0.037
C -3.93966 2.98135 0.90125  -0.397
C -3.94708 3.72062 -0.57165  -0.379
H -4.90035 3.99207 -0.78794  0.184
H -3.28375 4.67913 -0.57264  0.173
C -3.16818 2.75302 -1.69009  -0.378
H -2.93250 3.23174 -2.53826  0.204
H -3.96850 1.95299 -1.91078  0.171
C -2.12937 2.20158 -1.09357  -0.418
H -1.37094 2.74933 -1.07535  0.180
H -1.95987 1.15687 -1.43141  0.223
H -3.76730 3.54794 1.52163  0.173
H -4.48368 2.31470 0.59308  0.191
H -1.64220 2.40744 1.21084  0.211
C -3.55133 -0.27185 0.62551  -0.221
H -4.56794 0.00681 1.26955  0.217
H -3.87095 -0.10449 -0.62445  0.238
H -2.74216 -1.47234 2.96935  0.172
H -1.19560 -1.82680 1.99734  0.259
H -3.65664 -2.35841 1.25015  0.237

Force components x, y, z for each atom (eV/Å):
O 0.7 4.5 -7.1
C -4.2 1.1 4.9
N -0.5 -7.1 3.1
H 0.3 1.6 -2.0
C 0.8 5.7 7.2
H -1.1 -3.9 -0.9
C 1.4 8.7 -16.8
N -1.1 -0.7 1.7
C 2.2 0.7 -1.4
C -2.1 2.5 0.3
N 1.3 -2.7 2.1
C 5.0 -2.7 1.5
C -0.9 2.5 5.8
C -4.7 -2.6 -9.0
C 1.7 0.2 9.5
C 4.8 0.9 -4.8
C -3.7 1.6 0.2
F -0.3 -0.4 -1.1
H -1.9 -0.8 0.1
H 1.9 0.7 -1.1
H 0.2 0.6 2.4
H -1.1 0.0 -2.8
C -0.1 -4.8 -0.6
H 0.6 5.0 -4.7
C 9.7 -2.7 9.2
H -8.7 -0.6 -5.4
H -0.7 2.1 -0.7
H -2.7 -0.4 1.4
H 0.7 -0.2 -1.0
H 0.6 -0.4 -1.1
H -0.4 -1.1 0.4
H -0.8 0.3 0.7
H 1.6 -6.6 9.3
H -1.1 0.1 2.6
H 0.8 0.4 -2.3
C 2.9 -17.8 -1.0
C 2.8 2.7 12.4
C -6.8 -2.7 -7.7
O 6.3 3.3 3.9
N 2.9 -8.5 5.0
C -3.1 7.4 -5.4
C 7.2 -3.2 -14.5
C 5.4 0.4 1.0
H -2.8 0.7 -1.2
H -1.2 -1.3 0.3
C -10.5 1.0 1.4
H 0.4 2.1 -3.2
H 1.0 1.1 -0.2
C -0.1 -9.2 6.6
H 7.0 4.4 0.0
H 0.6 0.6 0.2
H 1.8 9.7 12.0
H -7.0 -7.1 -0.7
H 1.1 0.5 0.7
C -11.3 14.9 -5.0
H 1.6 -1.8 -1.9
H 0.9 -0.3 3.4
H 1.7 0.0 -2.7
H 0.5 -1.0 -0.6
H 0.7 2.6 -2.3

strongest force on any atom	19.4	eV Å⁻¹
net charge	0



CH4N2P as an isolated structure at a distorted geometry. Source: OMol25; level of theory: ωB97M-V/def2-TZVPD.

Each line ends with the natural charge from an NBO analysis.
Geometry (Å):
C 0.09086 0.40783 -0.37685  0.395
N 0.93545 -0.65959 1.04874  -0.813
N -1.16693 0.32965 -0.54160  -0.633
P 2.48519 -0.66918 0.93330  0.930
H 0.78836 0.94580 -1.03459  0.222
H -1.55790 0.95802 -1.22092  0.434
H -1.82854 -0.34021 -0.20488  0.459
H 2.29207 -1.47222 2.03984  0.005

Force components x, y, z for each atom (eV/Å):
C 2.3 -3.1 2.9
N -4.1 2.3 -3.2
N 1.1 1.0 -1.0
P 1.1 0.4 -0.6
H -0.7 0.5 0.3
H -0.4 0.3 -0.6
H 0.0 -0.6 1.2
H 0.8 -0.7 1.0

strongest force on any atom	5.7	eV Å⁻¹
net charge	+1



A 2-piece molecular cluster, C4H6FNO overall at a distorted geometry. Source: OMol25; level of theory: ωB97M-V/def2-TZVPD.

Each line ends with the natural charge from an NBO analysis.
Geometry (Å):
N 2.38951 0.08710 -1.06830  -0.629
C 1.79507 0.84197 -0.27398  0.272
C 0.74940 1.24876 0.40671  -0.048
O 0.51594 0.96479 1.79099  -0.697
H 3.32542 0.22260 -1.55644  0.388
H 0.03023 2.07425 0.05102  0.227
H 1.14038 0.22240 2.21710  0.489
C -1.33900 -1.49925 0.03428  -0.491
C -1.78795 -0.41410 -0.56367  0.241
F -3.04426 -0.01621 -0.27403  -0.349
H -2.09228 -2.22047 0.47868  0.216
H -0.38738 -1.83111 -0.03446  0.206
H -1.29508 0.31928 -1.20791  0.176

Force components x, y, z for each atom (eV/Å):
N 0.3 0.6 -0.4
C 0.8 -1.3 -1.9
C -1.1 1.3 2.1
O 2.0 -1.7 0.1
H -1.4 0.4 1.6
H 1.4 -1.6 0.5
H -1.9 2.5 -2.0
C -3.7 -0.5 0.1
C 0.0 0.3 0.6
F -0.4 0.1 -0.5
H 1.0 1.3 -0.1
H 2.9 -0.8 -0.5
H 0.1 -0.5 0.4

strongest force on any atom	3.7	eV Å⁻¹
net charge	0
structure (SMILES)	N=C=CO.C=CF



A 3-piece molecular cluster, C5H4N2O4 overall at a distorted geometry. Source: OMol25; level of theory: ωB97M-V/def2-TZVPD.

Each line ends with the natural charge from an NBO analysis.
Geometry (Å):
C 1.37261 -2.66062 0.11644  -0.361
C 1.76800 -1.56194 -0.26548  0.294
O 2.17663 -0.47306 -0.79679  -0.482
C 2.06150 0.74808 -0.13219  0.992
O 2.63364 1.69454 -0.52553  -0.549
O 1.20403 0.84649 0.85427  -0.676
H 0.92496 -3.58647 0.41510  0.248
H 0.76450 0.06896 1.27074  0.535
N -3.03645 -1.00465 -0.86369  -0.786
C -2.09454 -0.86042 -0.15218  0.881
O -1.09837 -0.74700 0.40532  -0.536
H -3.50572 -1.88043 -1.24051  0.443
C -1.04074 3.22926 0.18694  0.087
N -1.11662 2.15024 -0.13326  -0.316
H -1.01344 4.03701 0.86082  0.227

Force components x, y, z for each atom (eV/Å):
C 0.9 2.7 -0.9
C -1.7 -4.2 1.4
O 0.7 1.2 -0.3
C -0.9 0.0 0.2
O 1.0 0.5 -0.8
O -0.4 -0.7 1.4
H 0.3 0.3 0.0
H 0.5 0.2 -1.1
N -2.6 -1.4 -1.4
C 0.0 -1.2 -1.2
O 1.3 0.6 1.6
H 1.2 2.0 1.0
C 0.0 1.2 1.5
N -0.3 -2.0 -1.5
H 0.1 1.0 -0.1

strongest force on any atom	4.8	eV Å⁻¹
net charge	0
structure (SMILES)	C#COC(=O)O.N=C=O.C#N



One molecule with the formula C5H6OS at a distorted geometry. Source: OMol25; level of theory: ωB97M-V/def2-TZVPD.

Each line ends with the natural charge from an NBO analysis.
Geometry (Å):
C 2.59774 -2.08051 -0.13795  -0.119
C 2.56723 -0.91960 0.15157  -0.146
C 2.30765 0.47918 0.38368  0.563
O 2.83205 1.36031 0.97316  -0.465
C 0.63842 0.78431 -0.03736  -0.504
C -0.77598 -0.10074 -0.26254  -0.514
S -1.24984 -1.02573 1.24722  -0.044
H 2.48262 -3.10813 -0.08456  0.236
H 0.39544 1.61843 0.63401  0.215
H 0.86867 1.26850 -0.92491  0.208
H -0.42274 -0.78084 -0.96321  0.215
H -1.65461 0.62747 -0.42132  0.244
H -0.19262 -0.66713 1.88576  0.111

Force components x, y, z for each atom (eV/Å):
C -0.3 0.7 0.8
C 1.1 0.9 -0.4
C -5.1 -1.1 0.5
O 1.3 0.0 -0.3
C -0.5 0.0 1.9
C 1.8 2.7 2.4
S -0.9 -0.3 -0.8
H 0.1 -1.3 -0.5
H 0.2 -0.3 0.2
H -0.1 0.9 -2.2
H -0.6 -1.2 -1.9
H 1.8 -1.2 -0.6
H 1.2 0.3 1.0

strongest force on any atom	5.3	eV Å⁻¹
net charge	0
structure (SMILES)	C#CC(=O)CCS



Number 1: frontier orbital gap 6.8 eV. Number 2: frontier orbital gap 7.5 eV. Number 3: frontier orbital gap 8.9 eV. Number 4: frontier orbital gap 8.9 eV. Number 5: frontier orbital gap 10.4 eV. Number 6: frontier orbital gap 8.9 eV.